# 1
C5H13NO | ωB97M-V with the def2-TZVPD basis set

Geometry as XYZ:
```
20
Properties=species:S:1:pos:R:3:forces:R:3
H 2.604155 0.160260 0.846763 0.0 -0.2 -0.3
H -2.428087 0.255658 -0.964833 -0.1 0.1 0.2
H -0.239406 0.851130 1.957854 0.0 -0.2 0.0
C 1.827316 0.526172 0.158879 0.4 0.5 0.3
H -3.257107 -1.166612 -0.347049 -0.3 -0.1 0.2
H -0.549916 -1.225122 -0.993935 0.0 -0.1 -0.1
H 2.908362 1.459770 -1.498063 -0.3 0.1 0.0
H 0.797450 -1.058488 0.891173 -0.1 -0.1 0.0
C -1.754244 -0.364089 0.992686 -0.3 -0.2 -0.1
H -0.700279 1.403056 0.381391 0.0 -0.1 -0.2
O -1.451113 -1.555670 -1.149385 -0.2 0.3 0.4
C -0.503941 0.490083 0.951545 0.0 0.3 0.3
C 2.319559 0.561563 -1.284910 0.8 -0.2 0.1
H -2.555617 0.118211 1.554419 0.1 0.2 0.1
H 3.022017 -0.250249 -1.482639 -0.2 -0.2 0.0
H -1.545325 -1.298849 1.518532 0.0 -0.1 0.0
N 0.595083 -0.245984 0.324202 0.1 0.1 0.1
H 1.499071 0.454334 -1.983028 -0.2 0.2 -0.1
C -2.295278 -0.671375 -0.391809 0.5 -0.4 -0.7
H 1.707300 1.556201 0.518206 -0.5 -0.1 -0.1
```
Positions in Å, forces in eV/Å.

SMILES: CCNCCCO
Gap between HOMO and LUMO: 10.25 eV
Maximum force: 1.01 eV Å⁻¹
HOMO energy: -9.2 eV
Calculated total energy: -8933.0100 eV
ΔE to the lowest compared entry with this formula, charge and spin: 1.001 eV

# 2
C4H7ClS | ωB97M-V with the def2-TZVPD basis set

Geometry as XYZ:
```
13
Properties=species:S:1:pos:R:3:forces:R:3
H 1.555714 -0.439994 -2.689868 0.3 0.4 -1.6
H -1.215710 -0.421097 3.392784 -0.6 -0.5 -0.3
Cl 0.826924 1.533516 -1.055524 -0.3 -1.2 0.5
H 2.563061 -0.887805 -1.227684 -1.2 -0.1 -1.3
H 0.312506 -0.255582 2.828676 -0.7 -0.9 -1.5
H -0.280534 -1.893481 -0.111804 -0.4 -0.1 0.1
C 0.624642 -0.263115 -0.874690 -2.6 1.4 1.3
C 1.550131 -0.952088 -1.780913 1.6 -1.2 3.1
C -0.656218 -0.769268 2.513379 0.1 1.1 1.3
H 1.278775 -2.008729 -1.815174 0.1 0.1 -0.4
S -1.540556 -0.095223 1.026556 1.7 -0.6 0.4
C -0.351753 -0.809447 -0.086029 1.8 0.7 -1.4
H -0.623442 -1.876000 2.511604 0.2 0.8 -0.1
```
Positions in Å, forces in eV/Å.

SMILES: CS/C=C(/C)Cl
Gap between HOMO and LUMO: 9.60 eV
Maximum force: 3.66 eV Å⁻¹
HOMO energy: -8.8 eV
Calculated total energy: -27618.0193 eV
ΔE to the lowest compared entry with this formula, charge and spin: 0.690 eV

# 3
C3H6N6 | ωB97M-V with the def2-TZVPD basis set

Geometry as XYZ:
```
15
Properties=species:S:1:pos:R:3:forces:R:3
H -1.649145 -0.640401 1.597092 -3.2 1.7 -2.9
C -2.477791 -0.165418 0.653171 -1.0 -2.0 -0.2
N -1.635661 0.208036 -0.449145 1.0 1.4 -3.1
H 3.973808 0.210371 0.626715 -2.0 1.7 -1.0
H 0.143702 1.594548 -0.587256 -0.9 1.1 0.6
N 2.048086 1.218038 0.173570 2.2 0.2 -1.6
C 2.921659 0.210887 0.114391 2.6 2.5 3.8
C 0.625502 -0.412938 -0.477699 -6.1 2.2 -0.3
H -3.289026 -1.055114 0.139596 2.1 2.3 2.5
H -2.960508 0.845022 0.798152 -0.2 -1.6 1.1
N 0.911956 0.987172 -0.479981 2.6 -4.2 0.5
N 2.697960 -1.108384 0.070488 -3.3 -1.9 -2.1
N -0.635371 -0.773234 -0.487746 1.7 -1.7 -1.2
N 1.476100 -1.421445 -0.222671 3.0 -0.9 0.6
H -2.151272 0.302860 -1.468677 1.5 -0.7 3.5
```
Positions in Å, forces in eV/Å.

Gap between HOMO and LUMO: 6.98 eV
Maximum force: 6.48 eV Å⁻¹
HOMO energy: -8.4 eV
Calculated total energy: -12141.5120 eV
ΔE to the lowest compared entry with this formula, charge and spin: 9.182 eV

Question: Look up the maximum force of the third one.
Answer: 6.48 eV Å⁻¹